(1)
The following is a quantum chemistry calculation of a 2-piece molecular cluster, C3H6FNS overall at a distorted geometry, from OMol25.

```
12
Properties=species:S:1:pos:R:3:forces:R:3:nbo_charge:R:1
C 1.78530 -0.74334 0.22879 0.675 0.328 -0.182 -0.510
C 2.95236 -0.12526 0.23395 -0.086 -0.688 0.321 0.229
F 3.12634 1.08586 -0.31997 -0.006 0.212 -0.119 -0.344
H 1.69218 -1.72128 0.68924 0.041 0.162 -0.061 0.214
H 0.91468 -0.28768 -0.22898 0.588 -0.044 0.154 0.226
H 3.87139 -0.50959 0.66946 -0.101 0.130 -0.062 0.161
N -2.74229 1.26213 0.23465 0.076 -0.027 -0.005 -0.754
C -2.60761 -0.03435 -0.06820 -0.100 -0.080 -0.032 -0.057
S -1.19204 -0.85410 -0.16948 -1.175 0.136 0.004 -0.158
H -1.91807 1.81493 0.42358 -0.084 -0.085 -0.026 0.406
H -3.64488 1.70774 0.28076 0.104 -0.108 -0.022 0.399
H -3.56418 -0.52842 -0.25250 0.067 0.064 0.031 0.188
```
Positions in Å, forces in eV/Å.

Summary:
- HOMO level (eV) = -8.6
- total charge = 0
- structure (SMILES) = C=CF.NC=S
- 2S+1 = 1

=====

(2)
The following is a quantum chemistry calculation of C3H6FO3Tl as an isolated structure at a distorted geometry, from OMol25.

```
14
Properties=species:S:1:pos:R:3:forces:R:3:lowdin_charge:R:1
Tl 8.89550 13.64557 -2.94786 1.928 2.626 -0.186 1.646
F 8.35682 15.40867 -4.21255 0.451 -1.368 1.420 -0.273
C 6.19371 15.05517 -5.40247 -2.711 -1.453 -2.337 0.054
O 5.30915 14.05212 -4.87885 2.754 -2.182 3.267 0.107
C 5.91730 13.07267 -3.98737 -5.085 0.938 -0.268 -0.293
O 7.13285 13.09260 -3.69480 -2.964 -1.877 -1.438 -0.114
O 4.91560 12.31385 -3.46531 2.714 3.483 -2.975 0.084
C 5.17972 11.28330 -2.54664 0.629 -1.092 1.569 0.018
H 5.50864 15.78751 -5.82962 -0.024 0.110 -0.086 0.149
H 6.78930 14.59641 -6.19172 0.703 0.211 0.389 0.147
H 6.74445 15.62890 -4.65708 1.413 0.546 1.187 0.117
H 6.06650 11.55938 -1.97612 0.156 -0.468 -0.060 0.096
H 5.24302 10.31920 -3.05123 0.273 0.175 -0.114 0.131
H 4.37123 11.21610 -1.81867 -0.236 0.350 -0.369 0.130
```
Positions in Å, forces in eV/Å.

Summary:
- HOMO level (eV) = -19.9
- total charge = +2
- 2S+1 = 1

=====

(3)
The following is a quantum chemistry calculation of a 2-piece molecular cluster, C3H6I2O overall at a distorted geometry, from OMol25.

```
12
Properties=species:S:1:pos:R:3:forces:R:3:nbo_charge:R:1
C 0.48203 1.51779 0.20311 -1.071 -0.513 -0.929 -0.714
C -0.01651 0.09187 0.21236 -0.463 0.965 2.453 0.540
O -0.67067 -0.27140 1.17173 -0.418 -0.193 -0.261 -0.553
C 0.37829 -0.84144 -0.81320 2.495 -1.503 -1.043 -0.561
I 1.86580 -2.24006 0.09098 -0.471 0.573 -0.246 0.087
H 1.40761 1.49996 0.79917 -0.724 0.638 0.448 0.258
H -0.45051 2.15710 0.45287 2.211 -0.661 -0.011 0.260
H 0.83727 1.65187 -0.80939 -0.086 0.880 -0.344 0.210
H -0.32184 -1.54887 -1.16754 -1.141 -0.386 -0.105 0.258
H 0.96093 -0.45328 -1.64231 -0.224 0.285 0.023 0.233
I -3.95855 -1.09704 0.01165 -0.252 -0.064 -0.145 -0.145
H -2.57131 -0.55987 0.60208 0.144 -0.020 0.159 0.128
```
Positions in Å, forces in eV/Å.

Summary:
- HOMO level (eV) = -9.8
- total charge = 0
- structure (SMILES) = CC(=O)CI.I
- 2S+1 = 1

=====

(4)
The following is a quantum chemistry calculation of C3H6I2O as an isolated structure at a distorted geometry, from OMol25.

```
12
Properties=species:S:1:pos:R:3:forces:R:3:nbo_charge:R:1
C -2.17852 0.80072 0.40789 1.884 -0.654 1.607 -0.758
C -1.70079 -0.51081 -0.32401 0.162 2.522 2.004 0.463
C 2.55963 -0.44765 -0.12144 1.276 0.131 -2.857 -0.679
O -0.81003 -1.21339 0.05797 0.141 -0.182 0.249 -0.528
I 2.02207 1.60279 -0.33584 0.302 -0.326 0.040 0.129
I 4.66497 -1.00270 -0.10165 -0.760 0.449 0.356 0.113
H -2.81684 0.47806 1.29951 0.265 0.613 -1.482 0.246
H -1.21907 1.14237 0.95502 -1.429 -0.144 -0.979 0.241
H -2.58008 1.63316 -0.24453 0.211 -1.291 0.806 0.234
H -2.19938 -0.66738 -1.21958 -1.143 -0.849 -2.206 0.100
H 2.00463 -0.82574 0.65360 -0.789 -0.843 2.150 0.210
H 2.25342 -0.98943 -1.02693 -0.119 0.574 0.312 0.228
```
Positions in Å, forces in eV/Å.

Summary:
- HOMO level (eV) = -9.5
- total charge = 0
- 2S+1 = 1

=====

Table of energy relative to the best compared isomer or geometry (same formula, charge and spin) (eV), in record order: 1.547; 0.000; 0.723; 1.200
Table of LUMO level (eV), in record order: 0.7; -15.7; -0.8; -0.2